The following is a DFT calculation (ωB97M-V/def2-TZVPD) of 2 unconnected molecules or ions with the total composition C26H47BCl2N3O4.

The geometry in XYZ format:
```
83
Properties=species:S:1:pos:R:3:forces:R:3
C 5.515520 -1.429197 3.378036 0.05 0.03 -0.02
C 4.484704 -1.964698 2.386513 0.00 0.11 0.07
C 4.698042 -1.522897 0.930361 0.01 -0.01 -0.03
C 6.158948 -1.367051 0.498372 -0.19 -0.07 -0.11
C 6.335893 -1.366374 -1.019773 0.01 0.01 0.05
C 5.508095 -0.301586 -1.757840 0.03 0.01 -0.03
C 4.140068 -0.778649 -2.293135 -0.05 -0.01 0.01
C 2.907094 -0.075113 -1.691867 -0.10 -0.06 0.05
C 2.062255 0.629230 -2.754989 0.10 0.04 -0.03
C 0.794657 1.363006 -2.287830 -0.01 -0.17 -0.16
N 0.964010 1.879139 -0.920375 -0.08 -0.04 -0.09
C -0.050073 1.687087 -0.145695 0.54 -0.08 0.03
O -0.078290 2.080739 1.093779 -0.73 0.18 -0.10
B 0.128811 3.437995 1.488318 0.27 0.05 -0.07
O 1.382767 3.896419 1.250997 0.00 0.18 -0.10
O -0.936554 4.108856 1.961388 0.02 -0.41 0.46
C -1.167336 0.920354 -0.780321 0.01 -0.16 0.01
C -1.333204 -0.337778 0.120043 -0.10 0.08 0.07
C -2.326492 -1.426421 -0.331918 -0.02 -0.09 0.00
C -3.258145 -1.924343 0.785273 -0.09 0.01 0.00
C -3.265311 -3.439625 0.875981 -0.05 -0.06 0.05
O -1.955307 -3.878672 1.181669 0.12 0.16 -0.12
C -1.548312 -5.054876 0.515481 -0.07 -0.09 0.04
C -2.385174 1.876325 -0.748883 0.01 -0.51 0.12
Cl -3.749445 1.340809 0.164653 -0.01 -0.15 0.05
C -2.437331 3.079223 -1.321699 0.03 0.33 -0.16
C -1.365628 3.748299 -2.142020 -0.03 0.08 -0.01
Cl -3.857844 4.045874 -1.159343 -0.03 0.05 -0.03
C -0.606639 0.647599 -2.231029 0.10 0.18 0.10
C -0.676024 -0.768728 -2.812083 -0.11 -0.06 -0.03
N 0.033042 -1.863885 -2.155134 0.41 0.12 -0.18
H 5.208952 -1.633173 4.404451 0.00 -0.01 -0.02
H 6.493938 -1.889987 3.234625 -0.02 0.04 -0.01
H 5.644383 -0.348168 3.277044 -0.04 -0.02 0.03
H 3.497272 -1.622367 2.710541 -0.04 -0.15 -0.05
H 4.466687 -3.056511 2.431809 0.04 0.03 0.05
H 4.223774 -2.257746 0.268887 -0.06 0.03 0.05
H 4.164572 -0.579309 0.765500 0.10 0.00 -0.02
H 6.568312 -0.432438 0.893932 0.02 -0.09 0.10
H 6.747359 -2.185135 0.922570 0.04 0.05 -0.03
H 7.392706 -1.206039 -1.242923 -0.01 -0.06 0.01
H 6.078803 -2.357197 -1.410890 0.06 0.04 -0.03
H 5.358384 0.553976 -1.088566 0.07 0.01 -0.07
H 6.099024 0.067106 -2.597513 -0.03 0.03 0.02
H 4.117448 -0.648696 -3.378507 0.01 -0.01 0.02
H 4.047385 -1.853353 -2.124072 0.00 0.02 -0.04
H 3.250941 0.653304 -0.950453 -0.03 0.00 -0.03
H 2.306690 -0.798883 -1.139794 -0.01 0.04 0.08
H 2.712051 1.372063 -3.229016 -0.06 -0.03 -0.06
H 1.781474 -0.064800 -3.550027 0.02 -0.01 0.05
H 0.670044 2.226856 -2.942216 0.11 0.02 0.05
H 1.807876 2.341409 -0.598472 -0.06 0.05 0.04
H 1.486436 4.849164 1.370892 0.10 -0.11 0.06
H -0.806417 4.668441 2.735815 -0.06 0.22 -0.26
H -1.608342 0.016439 1.113493 0.02 0.04 -0.02
H -0.336433 -0.776469 0.235545 -0.05 0.00 0.07
H -2.915752 -1.084081 -1.184424 -0.06 0.06 0.13
H -1.742200 -2.276754 -0.683367 -0.06 0.11 -0.04
H -2.954708 -1.521847 1.756029 0.03 -0.04 -0.02
H -4.284466 -1.591207 0.615734 0.01 0.05 0.04
H -3.602807 -3.875123 -0.073352 0.05 0.04 -0.01
H -3.965860 -3.767614 1.651611 0.02 -0.03 -0.01
H -1.809344 -5.016668 -0.548534 0.04 0.00 0.02
H -1.998860 -5.951070 0.955673 -0.03 0.03 -0.02
H -0.465870 -5.125190 0.610819 -0.02 -0.01 0.03
H -1.658259 4.773771 -2.347043 -0.01 0.00 0.02
H -1.232500 3.257885 -3.107891 0.00 0.03 0.04
H -0.404975 3.787668 -1.625772 -0.05 -0.01 -0.06
H -1.259105 1.200834 -2.906330 0.04 0.04 0.02
H -1.736972 -1.023815 -2.881252 0.05 0.04 -0.04
H -0.334435 -0.679040 -3.847798 -0.02 -0.02 0.02
H 0.522373 -1.571041 -1.323194 -0.09 -0.06 0.04
H 0.734389 -2.259764 -2.768269 -0.07 -0.04 0.00
N -6.529487 1.920787 2.524699 0.03 -0.03 -0.02
C -7.447526 2.490524 1.683435 0.01 0.00 0.00
C -8.664464 2.455300 2.308607 0.00 0.00 0.01
C -8.472888 1.840291 3.576319 -0.01 0.00 -0.01
C -7.146120 1.521268 3.680156 -0.01 0.01 -0.02
H -5.553264 1.814226 2.323733 0.02 0.04 0.04
H -7.158130 2.871172 0.718597 0.00 0.00 0.00
H -9.590469 2.828556 1.904808 0.00 0.00 0.00
H -9.224891 1.654222 4.324410 0.00 0.00 0.00
H -6.593524 1.047161 4.473010 0.00 0.00 0.00
```
Positions in Å, forces in eV/Å.

E   -66102.4874 eV
Net charge   +1
Orbital gap   6.82 eV
Spin multiplicity   1
Max |F|   0.0148 hartree/bohr
E_LUMO   -2.9 eV